1.
{
  "formula": "C4H7OPS2",
  "method": "ωB97M-V/def2-TZVPD",
  "energy_ev": -37265.24445,
  "max_force_ev_per_a": 3.5,
  "homo_energy_ev": [-9.2, -8.0],
  "species": ["C", "C", "C", "C", "O", "P", "S", "S", "H", "H", "H", "H", "H", "H", "H"],
  "xyz": [[-0.26518, 1.76842, 0.54933], [0.66555, -1.89645, -1.11042], [1.62211, -0.58696, -0.90539], [-1.58111, 1.99146, 1.18009], [0.69535, 1.38402, 1.18216], [-0.25237, 1.96109, -1.25075], [-0.89855, -1.66427, -0.32477], [1.17935, 0.78714, -2.05954], [0.61012, -2.08386, -2.29118], [1.22232, -2.74286, -0.67756], [1.52799, -0.24577, 0.09531], [2.62317, -0.90614, -0.99287], [-2.42039, 1.60382, 0.49103], [-1.63403, 1.38848, 2.10234], [-1.71422, 3.20881, 1.43775]]
}



2.
{
  "formula": "C5H9NO",
  "method": "ωB97M-V/def2-TZVPD",
  "energy_ev": -8866.64997,
  "max_force_ev_per_a": 0.6,
  "homo_energy_ev": -9.7,
  "smiles": "C[C@H]1N[C@H]1CC=O",
  "species": ["C", "C", "N", "C", "C", "C", "O", "H", "H", "H", "H", "H", "H", "H", "H", "H"],
  "xyz": [[-1.18592, 0.07255, 1.34940], [-1.11997, -0.01425, -0.15808], [-1.06551, 1.30183, -0.78682], [0.11748, 0.40978, -0.86453], [1.45004, 0.38914, -0.11498], [1.58841, -1.13292, -0.23221], [1.95990, -1.73430, -1.20979], [-0.74876, 1.02185, 1.67575], [-2.22611, 0.05929, 1.69007], [-0.65129, -0.75126, 1.83440], [-1.70118, -0.81467, -0.61589], [-1.53698, 1.23177, -1.69094], [0.31074, 0.02828, -1.86391], [1.42378, 0.63859, 0.95006], [2.25129, 0.96651, -0.58913], [1.13409, -1.67221, 0.62663]]
}



3.
{
  "formula": "C38H45F4INO2",
  "method": "ωB97M-V/def2-TZVPD",
  "energy_ev": -64687.27833,
  "max_force_ev_per_a": 1.4,
  "homo_energy_ev": -2.3,
  "charge": -1,
  "species": ["C", "C", "C", "C", "C", "C", "C", "C", "C", "C", "C", "C", "C", "C", "I", "O", "N", "O", "H", "H", "H", "H", "H", "H", "H", "H", "H", "H", "H", "H", "H", "H", "H", "H", "H", "H", "H", "H", "H", "H", "H", "H", "H", "F", "C", "C", "C", "C", "C", "C", "H", "H", "H", "H", "H", "F", "C", "C", "C", "C", "C", "C", "H", "H", "H", "H", "H", "F", "C", "C", "C", "C", "C", "C", "H", "H", "H", "H", "H", "F", "C", "C", "C", "C", "C", "C", "H", "H", "H", "H", "H"],
  "xyz": [[5.98702, -0.20655, 2.96984], [5.53871, -1.06372, 1.80421], [6.07459, -2.47012, 1.79153], [4.71497, -0.54858, 0.86746], [4.46792, -1.11528, -0.50934], [3.17082, -0.64480, -1.17852], [1.89634, -0.88173, -0.32523], [1.64149, 0.34785, 0.58389], [0.69915, -1.04156, -1.28857], [-0.43507, -1.93259, -0.74261], [-0.82254, -1.74602, 0.71992], [-2.15233, -1.00414, 0.89384], [-2.25082, 0.31358, 0.11346], [-2.15573, 1.57571, 0.96142], [-3.64352, 1.72606, 2.49797], [-1.11333, -3.10214, 1.18909], [-0.87077, -3.11024, 2.53232], [-1.71270, -3.72002, 3.13774], [6.90711, -0.60609, 3.40136], [5.26518, -0.17211, 3.79116], [6.19668, 0.81318, 2.66478], [7.13652, -2.49210, 2.04250], [5.95686, -2.95643, 0.82649], [5.53203, -3.07399, 2.52187], [4.20316, 0.37905, 1.10032], [5.32136, -0.80871, -1.12399], [4.45336, -2.20502, -0.51760], [3.07566, -1.20216, -2.11321], [3.21867, 0.41001, -1.45670], [2.00721, -1.78163, 0.27731], [1.86927, 0.09160, 1.61919], [0.58362, 0.58412, 0.56947], [2.24308, 1.20731, 0.28786], [1.03447, -1.48087, -2.23371], [0.35124, -0.03474, -1.53636], [-1.33106, -1.76832, -1.37452], [-0.12470, -2.96748, -0.90012], [-2.26244, -0.76467, 1.95376], [-2.99326, -1.67192, 0.63436], [-3.22605, 0.33789, -0.37852], [-1.51385, 0.41348, -0.68236], [-1.16197, 1.70271, 1.38434], [-2.32161, 2.44208, 0.32278], [-3.44641, 2.03708, -2.68826], [-4.22160, 1.30467, -3.50846], [-4.01920, 1.38872, -4.87170], [-4.82444, 0.63393, -5.71256], [-5.81591, -0.18319, -5.18602], [-6.00054, -0.24984, -3.81148], [-5.19637, 0.49453, -2.96152], [-3.24693, 2.03466, -5.26182], [-4.67596, 0.68513, -6.78334], [-6.44238, -0.76863, -5.84620], [-6.77198, -0.88488, -3.39719], [-5.31766, 0.45198, -1.88712], [8.00641, 2.22156, 2.03465], [8.55358, 2.60778, 3.20025], [9.91691, 2.47786, 3.37610], [10.47545, 2.87961, 4.58068], [9.67055, 3.39399, 5.58810], [8.30156, 3.51091, 5.38920], [7.73324, 3.11960, 4.18592], [10.52365, 2.06757, 2.58011], [11.54279, 2.78950, 4.73252], [10.11008, 3.70236, 6.52737], [7.67130, 3.90686, 6.17407], [6.66979, 3.20625, 4.00795], [-2.74477, 4.12059, -6.11112], [-3.80444, 4.77168, -6.62762], [-4.54582, 5.59542, -5.80519], [-5.63622, 6.26406, -6.34125], [-5.97260, 6.09637, -7.67794], [-5.21363, 5.25898, -8.48372], [-4.11646, 4.59070, -7.95989], [-4.27021, 5.70388, -4.76481], [-6.22551, 6.91699, -5.71171], [-6.82648, 6.61725, -8.09020], [-5.47620, 5.12308, -9.52432], [-3.50746, 3.93755, -8.57052], [-6.56437, -7.99037, 6.05501], [-5.79134, -7.05609, 5.44505], [-4.50614, -6.84988, 5.90195], [-3.71867, -5.89475, 5.27150], [-4.22033, -5.15845, 4.20698], [-5.51906, -5.38504, 3.77031], [-6.31478, -6.34255, 4.38722], [-4.13345, -7.42931, 6.73680], [-2.70572, -5.72282, 5.61001], [-3.59499, -4.41670, 3.72516], [-5.91542, -4.81212, 2.94255], [-7.32654, -6.53732, 4.05561]]
}



4.
{
  "formula": "C32H35F3N2O4S",
  "method": "ωB97M-V/def2-TZVPD",
  "energy_ev": -63904.64302,
  "max_force_ev_per_a": 8.3,
  "homo_energy_ev": -4.4,
  "species": ["C", "C", "C", "C", "C", "C", "S", "C", "F", "F", "F", "O", "O", "C", "C", "H", "H", "H", "H", "H", "H", "H", "H", "C", "O", "C", "C", "C", "C", "C", "C", "C", "N", "C", "C", "C", "C", "C", "C", "C", "C", "C", "O", "N", "C", "C", "C", "C", "C", "C", "H", "H", "H", "H", "H", "H", "H", "H", "H", "H", "H", "H", "H", "H", "H", "H", "H", "H", "H", "H", "H", "H", "H", "H", "H", "H", "H"],
  "xyz": [[-5.54527, 0.62769, 3.89662], [-4.07949, 0.36932, 3.94201], [-3.60924, -0.94156, 4.01088], [-2.27079, -1.21616, 4.06041], [-1.31666, -0.16441, 4.02006], [0.02664, -0.42127, 4.01680], [1.20534, 0.93239, 3.88668], [2.70933, -0.14000, 3.94062], [3.77647, 0.66145, 3.89720], [2.64956, -0.83537, 5.07926], [2.64594, -0.95006, 2.88038], [0.87005, 1.53489, 2.54269], [0.90071, 1.80828, 5.07737], [-1.81319, 1.16635, 3.95105], [-3.15616, 1.41491, 3.91119], [-5.76836, 1.69448, 3.87799], [-5.98849, 0.18148, 3.00594], [-6.04486, 0.20320, 4.76847], [-4.32361, -1.74696, 4.00794], [-1.92694, -2.23399, 4.11753], [0.40496, -1.41994, 4.06954], [-1.10561, 1.97967, 3.92398], [-3.51580, 2.42804, 3.84609], [6.63782, 1.41720, -3.72886], [6.69644, 0.82109, -2.45592], [5.49427, 0.25338, -2.02649], [5.45448, -0.30670, -0.74405], [4.31016, -0.87300, -0.24804], [3.13515, -0.93095, -1.02127], [1.96345, -1.53929, -0.49305], [0.79087, -1.68715, -1.21156], [-0.36913, -2.26895, -0.76088], [-1.50514, -2.38929, -1.51877], [-2.77167, -3.02294, -1.03973], [-2.58721, -4.50649, -0.71832], [-3.84696, -5.18648, -0.26679], [-4.41020, -6.21202, -1.01157], [-5.56891, -6.83403, -0.59455], [-6.18656, -6.43215, 0.57085], [-5.64766, -5.40149, 1.31196], [-4.48635, -4.78421, 0.89475], [-3.79010, -2.83059, -2.14880], [-4.95892, -3.15104, -2.11959], [-3.13334, -2.23073, -3.20032], [-3.84252, -1.93003, -4.42895], [-1.70978, -1.87457, -2.91996], [-1.56430, -0.35544, -2.96883], [-0.79734, -2.59676, -3.90696], [3.18143, -0.36681, -2.31443], [4.32562, 0.21204, -2.79690], [7.61000, 1.85644, -3.95244], [6.40680, 0.66315, -4.48169], [5.88315, 2.20423, -3.73598], [6.35223, -0.27312, -0.15402], [4.29462, -1.27193, 0.75030], [1.99034, -1.89551, 0.52096], [0.79590, -1.31794, -2.21444], [-0.39774, -2.66054, 0.23774], [-3.11099, -2.47616, -0.15057], [-2.20549, -4.99897, -1.61780], [-1.81336, -4.63479, 0.04485], [-3.93572, -6.51399, -1.92901], [-5.98847, -7.63741, -1.17791], [-7.09267, -6.91683, 0.89632], [-6.13183, -5.08115, 2.22005], [-4.06797, -3.97520, 1.46813], [-4.84273, -2.35673, -4.37741], [-3.92487, -0.85385, -4.56349], [-3.32266, -2.35944, -5.28257], [-2.29364, 0.10752, -2.30598], [-0.57948, -0.01941, -2.65465], [-1.73935, 0.01613, -3.97709], [-0.99578, -3.66694, -3.88293], [-0.96938, -2.24008, -4.92100], [0.25635, -2.45558, -3.67901], [2.30439, -0.37461, -2.93623], [4.32667, 0.64592, -3.78034]]
}



5.
{
  "formula": "C19H14ClFN4O",
  "method": "ωB97M-V/def2-TZVPD",
  "energy_ev": -43178.30709,
  "max_force_ev_per_a": 0.9,
  "homo_energy_ev": -8.6,
  "smiles": "N#CCCn1cc(C(=O)Nc2ccccc2Cl)c(-c2ccc(F)cc2)n1",
  "species": ["N", "C", "C", "C", "N", "C", "C", "C", "O", "N", "C", "C", "C", "C", "C", "C", "Cl", "C", "C", "C", "C", "C", "F", "C", "C", "N", "H", "H", "H", "H", "H", "H", "H", "H", "H", "H", "H", "H", "H", "H"],
  "xyz": [[-0.76296, -3.07682, 1.75049], [-1.10715, -3.20565, 0.66947], [-1.54981, -3.34784, -0.69660], [-0.44030, -2.95217, -1.68614], [0.03268, -1.62011, -1.43680], [-0.66161, -0.46861, -1.51742], [0.18244, 0.54255, -1.10642], [-0.14822, 1.98123, -1.13073], [0.48029, 2.81139, -1.75004], [-1.29259, 2.33111, -0.46090], [-2.09686, 1.55838, 0.37220], [-1.56886, 0.61876, 1.25657], [-2.39780, -0.13453, 2.06634], [-3.76973, 0.05052, 2.02769], [-4.31293, 1.00457, 1.18425], [-3.48245, 1.74744, 0.36498], [-4.17349, 2.93848, -0.69478], [1.40083, -0.11830, -0.79024], [2.64235, 0.44129, -0.27934], [3.82411, -0.28661, -0.42253], [5.02024, 0.21069, 0.05304], [5.02472, 1.44579, 0.67741], [6.19159, 1.94018, 1.14370], [3.86804, 2.18498, 0.84339], [2.67582, 1.67608, 0.36479], [1.26595, -1.42160, -0.99220], [-2.42819, -2.71003, -0.83336], [-1.84183, -4.38691, -0.86730], [-0.82516, -3.02807, -2.70857], [0.42289, -3.61234, -1.57420], [-1.67141, -0.42899, -1.87452], [-1.64572, 3.25601, -0.68274], [-0.50033, 0.48617, 1.31465], [-1.96394, -0.86588, 2.72969], [-4.41738, -0.53543, 2.66055], [-5.37807, 1.17318, 1.15477], [3.78441, -1.24572, -0.91343], [5.94191, -0.33920, -0.05440], [3.90918, 3.14118, 1.34043], [1.76938, 2.24486, 0.49826]]
}